ORCA calculation (the ωB97M-V functional and the def2-TZVPD basis) on a structure of composition C5H13Cl2GdMo.

```
22
Properties=species:S:1:pos:R:3:forces:R:3:mulliken_spin:R:1
Gd -0.752461 -0.925456 -1.211662 0.1 -1.1 -0.4 6.740
Cl -0.557612 1.532706 -0.642004 0.1 1.3 0.1 0.044
C -3.006639 -1.239085 -0.788782 -0.4 0.1 0.1 0.100
C 0.275861 -0.713275 -3.256220 0.1 0.1 -0.4 0.116
H -3.290202 -1.988651 -1.537152 -0.6 0.1 0.3 0.005
H -3.065686 -1.624028 0.255319 -0.3 0.2 -0.7 0.002
H -3.506447 -0.256084 -0.914583 -0.1 -0.8 0.1 -0.003
H -0.198931 -1.510510 -3.841979 0.4 0.3 -0.5 0.004
H 1.353589 -0.897388 -3.047080 -0.6 0.2 -0.4 0.004
H 0.065173 0.314844 -3.614080 0.3 -0.7 -0.1 -0.004
Mo 0.557166 0.337406 1.138580 0.5 2.0 1.5 2.155
C 2.437613 0.876187 1.411955 2.2 0.3 -0.3 -0.079
C 0.778504 -1.514635 0.695225 -1.4 -2.8 -1.0 -0.136
H 3.137506 0.067599 1.195125 0.1 0.2 0.1 0.028
H 2.656375 1.736826 0.776355 0.1 0.0 -0.2 0.036
H 2.585033 1.212860 2.438235 -0.1 -0.2 0.3 0.001
H 1.267154 -2.073763 -0.146025 0.7 0.8 0.1 0.045
H 0.003052 -2.314354 0.807808 0.1 0.1 1.3 0.023
Cl 0.013356 1.699918 3.972836 0.0 -0.3 0.7 0.004
C -0.131057 2.042876 2.255852 -1.1 0.3 -0.4 -0.089
H -1.146267 2.338997 2.016402 -0.2 0.2 0.3 -0.001
H 0.524921 2.897012 2.035873 -0.1 -0.3 -0.2 0.005
```
Positions in Å, forces in eV/Å.

Calculated values
E_LUMO (alpha / beta) in eV: -1.063 / -0.740
Spin multiplicity: 10
HOMO level (alpha / beta) in eV: -8.0 / -7.3
HOMO-LUMO gap (alpha / beta) in eV: 6.90 / 6.58
⟨S²⟩: 25.1021
Total charge: 0

***

ORCA calculation (the ωB97M-V functional and the def2-TZVPD basis) on a cluster of 2 separate species, C5H13FNP in total.

```
21
Properties=species:S:1:pos:R:3:forces:R:3:lowdin_charge:R:1
C -0.927959 1.714408 0.988639 1.9 0.7 2.3 -0.141
C -0.704660 -2.444211 0.459541 -0.1 0.9 -1.4 -0.100
C 2.517036 0.737906 -1.210741 -4.0 1.5 2.2 -0.326
C -0.943941 1.291330 -0.432662 2.8 -2.1 0.6 -0.331
C -1.387218 -1.038600 0.188803 0.4 -1.1 2.0 -0.367
N -0.615580 -0.150869 -0.586381 1.9 0.8 -0.5 -0.041
F 2.562761 -1.525101 -0.018325 -0.5 0.9 0.7 -0.430
P 2.089150 0.008908 0.431959 0.4 -1.6 -1.1 0.920
H -0.502797 2.744319 1.166591 -0.7 -0.7 -0.5 0.082
H -1.948054 1.690129 1.424313 0.9 -0.3 0.2 0.079
H -0.087841 1.061242 1.508866 -2.3 1.0 -0.5 0.047
H -0.021192 -2.268311 1.331799 0.0 -0.5 -1.2 0.060
H -1.395609 -3.291838 0.752099 0.5 1.2 -0.6 0.073
H -0.241839 -2.605181 -0.583341 0.0 -0.5 2.0 0.089
H 3.018606 1.651644 -1.000657 0.4 1.0 -0.1 0.002
H 1.430660 0.944082 -1.572116 2.2 -0.4 -0.4 0.032
H 3.126313 0.087492 -1.715873 1.0 -1.6 -1.6 -0.009
H -1.860969 1.365089 -0.845739 -3.3 0.6 -1.5 0.073
H -0.258844 1.842013 -1.056078 0.3 0.2 -0.2 0.080
H -2.251115 -1.163644 -0.432852 -1.2 -0.3 0.0 0.111
H -1.596903 -0.650807 1.202162 -0.7 0.2 -0.5 0.096
```
Positions in Å, forces in eV/Å.

Calculated values
E_LUMO (alpha / beta) in eV: 0.075 / -0.201
Relative energy (zero: lowest compared OMol25 entry of this formula, charge and spin) in eV: 2.565
HOMO level (alpha / beta) in eV: -7.7 / -9.0
HOMO-LUMO gap (alpha / beta) in eV: 7.73 / 8.80
Total charge: 0

***

ORCA calculation (the ωB97M-V functional and the def2-TZVPD basis) on a cluster of 2 separate species, C5H13IN in total.

```
20
Properties=species:S:1:pos:R:3:forces:R:3:lowdin_charge:R:1
C 1.051568 -0.861100 0.495433 3.8 0.5 0.1 -0.046
C 1.185219 1.346697 -0.866431 1.2 -1.0 0.2 -0.010
C -0.391145 1.135401 1.039312 2.9 -1.8 -0.5 -0.010
C -2.501147 -1.654944 0.049176 0.6 4.6 2.4 -0.358
C 0.305448 0.308469 -0.067553 0.3 1.4 -0.2 -0.586
N -0.685473 -0.287299 -0.954462 -2.1 -0.9 1.5 0.112
I -4.054074 -0.356843 0.270983 0.4 -0.6 -0.1 1.051
H 1.232160 -1.619938 -0.240125 -0.1 -0.5 -0.8 0.074
H 2.161307 -0.570005 0.742530 -2.2 -0.4 0.1 0.139
H 0.601233 -1.372697 1.319579 -0.4 0.1 0.7 0.071
H 0.867344 2.331743 -0.745515 -1.2 1.6 0.6 0.049
H 1.298991 1.356028 -1.964218 0.1 -1.2 0.4 0.095
H 2.155027 1.375977 -0.338739 -0.1 -0.2 -0.7 0.097
H -1.319469 1.305633 0.758914 -4.5 1.4 -1.7 0.001
H -0.527056 0.606296 1.918721 0.1 -1.5 1.9 0.069
H 0.057142 2.033417 1.324950 1.0 1.4 0.0 0.084
H -2.562929 -2.296769 -0.711641 0.0 -2.6 -2.8 -0.040
H -1.823778 -1.707832 0.880779 0.1 -0.5 0.1 0.005
H -0.342394 -1.011822 -1.539023 0.5 -0.4 -0.8 0.104
H -1.258734 0.367875 -1.430532 -0.5 0.6 -0.7 0.099
```
Positions in Å, forces in eV/Å.

Calculated values
E_LUMO (alpha / beta) in eV: -6.316 / -6.318
Relative energy (zero: lowest compared OMol25 entry of this formula, charge and spin) in eV: 3.531
HOMO level (alpha / beta) in eV: -13.9 / -13.9
HOMO-LUMO gap (alpha / beta) in eV: 7.60 / 7.59
Total charge: +1

***

ORCA calculation (the ωB97M-V functional and the def2-TZVPD basis) on a cluster of 3 separate species, C5H13IN in total.

```
20
Properties=species:S:1:pos:R:3:forces:R:3:lowdin_charge:R:1
C 0.373417 0.154875 -1.336912 1.6 0.2 -1.4 0.151
C -2.081102 -0.198484 -0.616035 0.5 -1.4 0.2 -0.015
C -1.261499 1.789080 1.588608 -2.2 -1.4 0.0 -0.039
C 3.166672 -1.132733 -1.260065 0.4 1.3 3.5 0.085
C -0.685877 0.426525 -0.529481 -2.8 0.9 1.9 -0.377
N -0.491671 1.324510 0.444736 2.2 0.6 0.4 0.009
I 0.098931 -2.103297 1.977571 -0.1 0.2 -0.1 0.464
H 0.282376 -0.237865 -2.348487 -0.1 -0.3 0.5 0.111
H 3.123020 -1.131125 -0.092474 0.2 0.0 -2.5 0.037
H 1.343930 0.520700 -1.012663 -0.1 0.1 -0.4 0.062
H -2.809674 0.347929 -1.202235 0.2 0.6 -0.4 0.088
H -2.571037 -0.210623 0.422372 0.9 -0.7 -1.5 0.098
H -1.961415 -1.210611 -1.179085 -0.5 1.5 1.6 0.131
H -1.729571 0.843606 2.081571 0.6 1.8 -0.6 0.102
H -0.503519 2.237558 2.316556 -1.7 -0.1 -1.1 0.129
H -2.129131 2.397842 1.088476 1.6 -0.5 1.8 0.148
H 2.804204 -1.968943 -1.745544 -0.6 -1.5 -1.0 -0.035
H 3.748935 -0.381341 -1.769293 0.0 0.0 0.0 0.002
H 0.883081 -3.320051 2.641041 0.1 -0.2 0.1 -0.322
H 0.399930 1.852448 0.531343 -0.4 -1.2 -1.1 0.172
```
Positions in Å, forces in eV/Å.

Calculated values
E_LUMO (alpha / beta) in eV: -6.563 / -3.550
Relative energy (zero: lowest compared OMol25 entry of this formula, charge and spin) in eV: 4.695
HOMO level (alpha / beta) in eV: -12.2 / -13.3
HOMO-LUMO gap (alpha / beta) in eV: 5.65 / 9.78
Total charge: +1

***

ORCA calculation (the ωB97M-V functional and the def2-TZVPD basis) on a cluster of 3 separate species, C5H13N in total.

```
19
Properties=species:S:1:pos:R:3:forces:R:3:mulliken_spin:R:1
C 0.582486 1.731474 2.275586 -0.3 -0.9 -1.7 0.483
C -0.214164 1.034074 1.350526 0.2 1.4 1.1 -0.108
C 0.252594 0.434260 0.182412 2.1 -1.8 0.3 0.460
C -0.306034 -0.743986 -0.481691 -2.1 0.0 0.5 -0.013
C 1.671856 0.786662 -0.291481 -2.2 2.4 -0.7 0.000
N -0.804715 -1.211614 -3.125011 0.0 -0.4 0.9 0.062
H 1.643382 1.803974 2.011945 -0.3 0.2 0.7 0.011
H 0.174212 2.077676 3.211421 0.1 0.2 0.0 0.003
H -1.971350 -2.567404 1.758088 0.0 0.0 0.0 0.000
H -1.279956 1.053908 1.564319 -0.1 -0.7 0.0 -0.013
H -2.089763 -1.970885 2.182016 0.0 0.0 0.0 -0.001
H -1.230556 -1.090622 -0.010624 -0.3 0.4 0.3 0.010
H 0.257206 -1.686882 -0.471613 0.7 0.6 -0.3 0.023
H -0.638001 -0.606489 -1.580962 1.1 -0.5 0.2 0.060
H 1.660903 1.850736 -0.028148 1.0 0.1 0.2 0.009
H 1.536204 0.889147 -1.380318 0.7 -0.8 0.1 0.014
H 2.604251 0.343216 0.027490 -0.1 -0.6 0.1 0.007
H -1.512531 -0.499594 -3.270810 0.0 -0.1 -1.2 -0.009
H -0.336022 -1.627651 -3.923145 -0.5 0.6 -0.5 0.000
```
Positions in Å, forces in eV/Å.

Calculated values
E_LUMO (alpha / beta) in eV: 3.852 / 3.557
Relative energy (zero: lowest compared OMol25 entry of this formula, charge and spin) in eV: 3.330
Spin multiplicity: 2
HOMO level (alpha / beta) in eV: -1.9 / -1.8
HOMO-LUMO gap (alpha / beta) in eV: 5.77 / 5.40
⟨S²⟩: 0.7772
Total charge: -1

***

ORCA calculation (the ωB97M-V functional and the def2-TZVPD basis) on the molecule C5H13N.

```
19
Properties=species:S:1:pos:R:3:forces:R:3:lowdin_charge:R:1
C -0.750979 0.083411 -1.189489 0.1 0.0 -0.1 -0.274
N 0.266448 -0.098534 -0.146430 -0.5 0.3 -0.3 -0.236
C 0.538217 1.216308 0.450644 0.3 -0.7 0.4 -0.272
C 1.376532 1.151890 1.714922 0.8 -0.4 -0.1 -0.109
C -0.212598 -1.043660 0.821608 -0.4 -0.6 1.3 -0.136
C -0.864892 -1.122981 -2.134153 0.1 -0.2 0.9 -0.082
H -0.489027 0.982075 -1.739932 0.1 0.1 -0.2 0.104
H -1.715776 0.310196 -0.716883 -0.2 0.0 0.0 0.109
H -0.412981 1.689602 0.739054 0.0 0.3 -0.4 0.116
H 1.096283 1.770334 -0.302661 -0.4 0.4 0.0 0.115
H 1.691697 2.150042 2.020094 -0.3 0.0 0.1 0.071
H 0.858918 0.638508 2.520982 -0.1 0.3 0.2 0.060
H 2.318297 0.603157 1.566445 -0.2 0.0 -0.2 0.082
H -0.612467 -1.965439 0.396142 0.4 0.0 -0.4 0.079
H -1.067653 -0.710675 1.458737 0.2 0.5 -0.3 0.098
H 0.575656 -1.316351 1.528658 0.0 -0.1 -0.2 0.079
H -0.118309 -1.842740 -1.800397 0.2 -0.1 -0.3 0.065
H -1.823641 -1.634833 -2.025291 0.0 0.2 -0.3 0.069
H -0.653723 -0.860310 -3.162050 -0.2 0.0 -0.2 0.063
```
Positions in Å, forces in eV/Å.

Calculated values
E_LUMO in eV: 1.198
Relative energy (zero: lowest compared OMol25 entry of this formula, charge and spin) in eV: 0.831
HOMO level in eV: -8.6
HOMO-LUMO gap in eV: 9.83
Total charge: 0
SMILES: CCN(C)CC